No. 1
Below is the molecule C15H29N3O4S, with properties calculated with ωB97M-V/def2-TZVPD.

XYZ file:
```
52
Properties=species:S:1:pos:R:3:forces:R:3
C -5.431906 -3.364595 -2.637185 0.1 0.1 0.4
C -5.505868 -3.174784 -1.130915 -0.2 -0.1 -0.1
O -4.354163 -2.483606 -0.706813 0.1 0.1 -0.2
C -4.321538 -2.247801 0.680393 0.2 0.0 0.3
C -3.055480 -1.469918 1.018727 -0.4 0.1 -0.3
C -3.076687 -0.079206 0.381363 -0.2 -0.2 0.1
N -1.850883 0.638114 0.635901 0.0 -0.4 -0.3
C -1.787589 1.719692 1.435510 0.6 0.4 0.1
O -2.759522 2.232586 1.952599 -0.4 0.2 0.2
C -0.366917 2.255365 1.640967 -0.2 -0.1 0.0
C 0.260909 2.631681 0.290792 0.1 0.1 0.1
C 1.768043 2.859690 0.407246 -0.4 0.4 -0.5
N 2.443995 1.776486 1.093651 0.4 -0.8 -0.5
S 2.542347 0.355827 0.219393 0.4 0.8 -0.2
O 1.292030 -0.051735 -0.362853 -0.1 0.0 -0.3
O 3.200803 -0.599490 1.058333 0.2 -0.1 0.2
N 3.514022 0.911680 -1.023730 -0.9 -0.2 0.7
C 4.894183 1.101508 -0.592749 0.6 0.3 0.4
C 5.725489 -0.039096 -1.215675 -0.1 0.0 0.0
C 4.684237 -0.949563 -1.873615 0.0 0.1 -0.1
C 3.543838 0.021510 -2.175287 -0.2 -0.5 -0.4
C 1.933099 1.579145 2.438880 -0.2 -0.5 0.5
C 0.453301 1.207457 2.408998 0.2 0.2 0.1
H -4.539795 -3.928790 -2.893792 0.1 -0.1 -0.1
H -5.381697 -2.397027 -3.128457 0.0 0.1 -0.1
H -6.309235 -3.900344 -2.988419 -0.1 -0.1 -0.1
H -6.407543 -2.601465 -0.860093 0.1 -0.1 0.0
H -5.564865 -4.151812 -0.623588 0.0 0.1 0.0
H -4.333583 -3.206677 1.224183 0.0 0.1 0.0
H -5.211709 -1.674926 0.986719 0.1 -0.1 0.0
H -2.969360 -1.379014 2.102380 0.0 0.0 0.0
H -2.193750 -2.023637 0.641864 0.1 -0.1 0.1
H -3.887311 0.520262 0.802338 0.1 -0.1 -0.1
H -3.225732 -0.185677 -0.696624 -0.1 0.1 0.1
H -1.000900 0.235794 0.265887 0.0 0.1 0.1
H -0.446175 3.155667 2.259841 -0.1 -0.1 -0.1
H 0.101050 1.835616 -0.434008 -0.1 0.2 0.0
H -0.216310 3.537647 -0.087168 0.0 0.0 0.0
H 1.981419 3.775774 0.966837 0.1 -0.1 0.0
H 2.218194 2.934030 -0.583389 -0.1 0.3 0.1
H 4.910679 1.084286 0.496100 0.3 0.1 -0.1
H 5.233364 2.081932 -0.936374 0.0 -0.1 0.1
H 6.409266 0.360817 -1.964690 0.0 0.0 0.0
H 6.305030 -0.566632 -0.462182 0.1 0.0 0.0
H 4.335981 -1.697075 -1.160803 0.0 -0.1 -0.1
H 5.060442 -1.446671 -2.765141 0.0 -0.1 0.0
H 2.570283 -0.452608 -2.278615 0.1 0.0 -0.2
H 3.758338 0.621863 -3.064648 -0.1 0.0 0.0
H 2.099000 2.505793 2.995933 0.1 0.0 -0.1
H 2.521509 0.777878 2.887289 -0.1 0.2 0.2
H 0.369931 0.231673 1.928133 -0.1 0.0 0.1
H 0.067734 1.122374 3.426552 0.0 -0.1 0.0
```
Positions in Å, forces in eV/Å.

Output
**Kohn-Sham gap**: 9.8765 eV
**Spin multiplicity**: 1
**Total charge**: 0
**Energy above the lowest of the compared OMol25 structures with the same formula, charge and spin**: 7.9 kJ/mol


No. 2
Below is a cluster of 2 separate species, C14H16O2 in total, with properties calculated with ωB97M-V/def2-TZVPD.

XYZ file:
```
32
Properties=species:S:1:pos:R:3:forces:R:3
C 2.192866 -1.620104 2.418488 -0.6 0.1 -0.2
C 1.198420 -0.511290 2.123036 0.4 -0.9 0.5
C 1.516058 0.463467 1.200723 -0.5 0.7 -1.0
C 0.632030 1.514419 0.912842 0.5 -0.9 1.4
C -0.441140 1.620222 1.778538 -1.8 0.3 -1.5
O -1.374419 2.664959 1.583405 -0.1 -1.9 -0.8
C -0.855464 0.591431 2.606003 0.5 0.0 0.8
C -0.015904 -0.493745 2.814457 0.8 0.9 -0.2
H 3.096506 -1.192016 2.845967 0.3 -0.2 -0.3
H 2.346742 -2.264357 1.549918 0.5 0.4 -0.2
H 1.788756 -2.312998 3.135338 -0.3 -0.1 0.6
H 2.409354 0.384698 0.592106 0.1 -0.2 0.2
H 0.762034 2.173581 0.070608 0.1 0.3 0.2
H -1.045694 3.386383 2.059734 0.6 1.9 1.0
H -1.772210 0.743170 3.151177 -0.2 -0.1 0.1
H -0.119111 -1.218490 3.609621 -0.6 -0.1 -0.1
C -1.230848 1.807841 -3.249328 0.0 0.0 -0.4
C -0.949876 0.630515 -2.360708 0.8 -0.7 -0.1
C -1.851620 -0.395152 -2.094103 -0.3 1.4 0.4
C -1.495144 -1.566557 -1.436673 -0.5 0.0 -0.9
C -0.158928 -1.829623 -1.218528 0.6 0.7 0.0
O 0.371131 -3.013633 -0.757129 -0.5 -0.1 0.3
C 0.759677 -0.825010 -1.487543 0.6 0.1 -0.4
C 0.387290 0.385818 -2.015273 -1.0 0.3 -0.8
H -0.567215 2.648908 -3.060382 0.0 0.1 0.3
H -2.253013 2.181718 -3.260737 -0.1 -0.2 0.2
H -0.982481 1.500887 -4.269609 -0.2 0.0 -0.1
H -2.886485 -0.165065 -2.329957 -0.1 -0.5 0.0
H -2.307272 -2.263024 -1.304083 0.2 -0.5 0.4
H -0.059793 -3.173165 0.086231 0.0 -0.4 0.2
H 1.817265 -1.007432 -1.370570 0.0 -0.3 0.3
H 1.088482 1.153641 -2.323555 0.4 -0.2 0.3
```
Positions in Å, forces in eV/Å.

Output
**Kohn-Sham gap**: 9.2629 eV
**Spin multiplicity**: 1
**Total charge**: 0
**Energy above the lowest of the compared OMol25 structures with the same formula, charge and spin**: 89.2 kJ/mol


No. 3
Below is a structure of composition C12H15N4O7Y, with properties calculated with ωB97M-V/def2-TZVPD.

XYZ file:
```
39
Properties=species:S:1:pos:R:3:forces:R:3
Y -1.006641 -0.715501 0.806162 -1.4 2.4 -0.3
O 0.483480 -0.161546 -3.042479 0.0 -0.2 0.0
C 0.204731 -0.669279 -1.968068 0.3 0.0 -0.3
O -0.938371 -0.675782 -1.378081 0.3 0.0 -0.8
C 1.318900 -1.278612 -1.102416 -0.1 0.2 0.0
C 2.494703 -1.877209 -1.510991 0.0 0.0 -0.1
C 3.372867 -2.322557 -0.526368 -0.1 0.0 0.0
C 3.080566 -2.138525 0.820966 0.0 0.0 0.1
C 1.888700 -1.518718 1.147940 -0.1 0.2 0.1
N 1.052203 -1.114891 0.193321 2.1 -0.6 -0.6
C 1.369320 -1.182351 2.561622 0.6 0.0 0.2
O 2.072385 -1.403050 3.522145 0.0 0.0 -0.1
O 0.193526 -0.639065 2.537956 0.9 -0.1 0.9
H 2.701133 -1.993731 -2.565462 0.0 0.0 0.0
H 4.293049 -2.814333 -0.813988 0.0 0.0 0.0
H 3.745901 -2.464277 1.607888 0.0 0.0 0.0
N -3.177969 -0.443880 1.880046 -0.5 -0.6 0.3
N -3.369539 -1.761207 2.353478 0.0 0.0 0.1
C -2.651714 -2.873716 1.851088 -0.6 -0.4 0.2
O -3.000938 -3.969062 2.227426 0.1 0.1 0.0
O -1.689790 -2.571079 1.036328 -1.3 -2.4 0.4
H -3.099620 0.186392 2.669998 0.0 0.1 0.1
H -3.968099 -0.147146 1.318946 -0.1 0.1 -0.1
H -4.195954 -1.974524 2.883587 -0.1 0.0 0.0
C 0.695593 3.045049 -2.096263 -0.1 0.0 -0.1
N 0.277730 2.492717 -0.809638 0.1 -0.2 0.1
C 1.319520 2.349533 0.200884 0.0 0.0 0.1
C -0.942255 1.996072 -0.619905 0.0 0.4 0.0
C -1.933693 2.141639 -1.735380 0.0 0.0 0.0
O -1.269451 1.459312 0.469782 -0.1 1.0 -0.3
H 1.697298 3.450623 -1.986423 0.0 0.0 0.1
H 0.032825 3.849792 -2.411999 0.0 0.0 0.0
H 0.716678 2.267277 -2.861038 0.0 0.0 0.0
H 1.708609 3.330246 0.476004 0.0 0.0 0.0
H 2.137773 1.746682 -0.197577 0.0 0.0 0.0
H 0.918548 1.870984 1.088268 0.0 0.0 0.0
H -2.199599 3.192931 -1.862667 0.0 0.0 0.0
H -2.822306 1.566515 -1.499809 0.0 0.0 0.0
H -1.510096 1.764274 -2.665283 0.0 0.0 0.0
```
Positions in Å, forces in eV/Å.

Output
**Kohn-Sham gap**: 9.6369 eV
**Spin multiplicity**: 1
**Total charge**: 0
**Energy above the lowest of the compared OMol25 structures with the same formula, charge and spin**: 78.5 kJ/mol


No. 4
Below is a cluster of 2 separate species, C2H9N2O in total, with properties calculated with ωB97M-V/def2-TZVPD.

XYZ file:
```
14
Properties=species:S:1:pos:R:3:forces:R:3
C 2.006706 1.140312 1.254573 -1.9 -0.2 0.8
O 1.035454 0.574383 0.375709 1.9 1.1 1.2
H 2.418259 0.336575 2.001337 -0.1 1.2 -1.1
H 2.844056 1.771080 0.820014 -0.3 -1.0 -0.1
H 1.543750 1.948654 1.967324 0.3 -1.0 -0.7
N -1.145998 -1.200779 0.253514 1.1 -0.6 1.5
C -1.306175 -1.002563 -1.195515 0.5 0.6 0.7
N -1.234374 0.528503 -1.466647 -3.2 -3.2 -1.4
H -0.593760 -2.094086 0.443375 -1.1 1.4 -0.5
H -0.439541 -0.462178 0.610288 -0.7 -1.0 -0.7
H -0.484025 -1.561661 -1.619557 0.8 0.8 -1.0
H -2.140207 -1.621972 -1.583351 -0.5 1.2 0.2
H -2.031651 0.958829 -0.961679 0.6 -0.6 -0.4
H -0.472494 0.684905 -0.899384 2.8 1.4 1.5
```
Positions in Å, forces in eV/Å.

Output
**Kohn-Sham gap**: 7.5024 eV
**Spin multiplicity**: 1
**Total charge**: -1
**Energy above the lowest of the compared OMol25 structures with the same formula, charge and spin**: 123.8 kJ/mol